Formula: C28H32N2O3SeSn
Source: the Open Molecules 2025 dataset
Level of theory: wB97M-V/def2-TZVPD

XYZ file:
```
67
Properties=species:S:1:pos:R:3:mulliken_charge:R:1
Sn 0.38 0.21 -0.73 0.733
C -2.08 2.54 2.12 -1.672
C -1.04 2.34 1.06 1.338
O -1.06 1.22 0.48 -0.551
C -0.11 3.38 0.73 0.681
C -0.29 4.68 1.27 -0.889
C 0.52 5.72 0.91 -0.888
C 1.54 5.50 -0.03 -0.385
C 1.75 4.25 -0.57 -0.746
C 0.97 3.17 -0.17 0.685
O 1.32 1.96 -0.59 -0.642
H -2.63 1.62 2.26 0.304
H -2.79 3.32 1.81 0.508
H -1.63 2.86 3.05 0.449
H -1.10 4.86 1.96 0.399
H 0.37 6.70 1.34 0.429
H 2.17 6.32 -0.34 0.420
H 2.55 4.07 -1.28 0.495
C -1.31 -3.22 -0.72 -1.349
C -0.80 -4.20 0.37 0.443
C 0.55 -4.82 -0.02 -1.684
C -0.75 -3.55 1.71 0.384
C -1.55 -3.93 2.74 -1.006
C -1.41 -3.34 4.01 -0.497
C -0.43 -2.38 4.34 -0.963
C 0.42 -1.91 3.40 0.602
C 1.52 -0.96 3.72 0.256
C 2.90 -1.58 3.40 -1.626
C 1.35 0.41 3.04 -1.263
C 0.24 -2.43 1.98 1.001
O 0.86 -1.93 1.07 -0.536
H -1.90 -3.78 -1.45 0.520
H -0.47 -2.76 -1.24 0.169
H -1.94 -2.43 -0.32 0.357
H -1.52 -5.01 0.46 0.684
H 1.31 -4.05 -0.16 0.334
H 0.43 -5.36 -0.95 0.450
H 0.90 -5.52 0.74 0.425
H -2.29 -4.71 2.60 0.513
H -2.08 -3.67 4.80 0.445
H -0.36 -2.03 5.37 0.510
H 1.47 -0.80 4.80 0.684
H 3.03 -1.72 2.33 0.332
H 3.04 -2.53 3.90 0.427
H 3.67 -0.90 3.75 0.437
H 1.63 0.37 1.99 0.067
H 2.01 1.12 3.53 0.520
H 0.33 0.78 3.12 0.320
C -0.65 -1.57 -5.07 -0.965
N -2.03 -1.46 -4.65 0.367
C -2.52 -0.64 -3.70 -0.164
Se -1.63 0.68 -2.73 -0.291
N -3.84 -0.86 -3.60 0.049
C -4.24 -1.84 -4.51 0.342
C -5.47 -2.41 -4.79 -0.884
C -5.48 -3.38 -5.77 -0.500
C -4.32 -3.77 -6.45 -0.683
C -3.09 -3.19 -6.17 -0.616
C -3.08 -2.22 -5.18 0.807
H -0.03 -0.97 -4.41 0.279
H -0.54 -1.21 -6.09 0.372
H -0.34 -2.61 -5.02 0.341
H -4.43 -0.34 -2.97 0.238
H -6.37 -2.11 -4.28 0.421
H -6.42 -3.86 -6.03 0.411
H -4.38 -4.54 -7.21 0.409
H -2.20 -3.48 -6.70 0.445
```

Results
Net charge ... +2
Kohn-Sham gap ... 3.72 eV
Calculated total energy ... -109841.693 eV
Lowest unoccupied orbital energy ... -9.15 eV
HOMO ... -12.88 eV